{"formula": "C3H5NS", "method": "ωB97M-V/def2-TZVPD", "smiles": "C=C/N=C\\S", "homo_energy_ev": [-8.5, -8.5], "elements": ["C", "C", "N", "C", "S", "H", "H", "H", "H", "H"], "xyz": [[1.143, 0.053, -0.346], [0.095, -0.599, -0.915], [-1.188, -0.332, -0.716], [-1.813, 0.251, 0.243], [-1.591, 0.793, 1.898], [0.871, 0.853, 0.319], [2.179, -0.198, -0.373], [0.291, -1.241, -1.823], [-2.853, 0.642, -0.052], [-0.467, 0.144, 2.522]], "atomic_forces_ev_per_a": [[-1.75, -0.42, 0.37], [3.99, -0.68, -1.03], [-3.28, 1.82, 1.08], [-0.62, -0.26, -2.02], [1.29, -0.67, 1.32], [0.13, 0.21, 0.45], [0.40, -0.14, -0.79], [-0.20, 0.13, 1.41], [1.33, -0.70, 0.66], [-1.31, 0.71, -1.46]]}

{"formula": "C16H40O16", "method": "ωB97M-V/def2-TZVPD", "smiles": "COC(=O)OC.COC(=O)OC.COC(=O)OC.COC(=O)OC.CO.CO.CO.CO", "homo_energy_ev": -9.7, "elements": ["C", "O", "C", "O", "O", "C", "H", "H", "H", "H", "H", "H", "C", "O", "C", "O", "O", "C", "H", "H", "H", "H", "H", "H", "C", "O", "C", "O", "O", "C", "H", "H", "H", "H", "H", "H", "C", "O", "C", "O", "O", "C", "H", "H", "H", "H", "H", "H", "C", "O", "H", "H", "H", "H", "C", "O", "H", "H", "H", "H", "C", "O", "H", "H", "H", "H", "C", "O", "H", "H", "H", "H"], "xyz": [[-3.738, -0.227, 1.304], [-4.033, -1.674, 1.327], [-3.935, -2.337, 0.179], [-3.776, -1.819, -0.903], [-4.226, -3.637, 0.352], [-4.360, -4.206, 1.687], [-4.019, 0.186, 0.269], [-2.691, -0.177, 1.330], [-4.270, 0.088, 2.218], [-4.634, -5.246, 1.422], [-5.210, -3.711, 2.203], [-3.420, -4.057, 2.174], [3.802, 0.878, -5.163], [2.499, 0.843, -4.596], [1.934, 2.037, -4.458], [2.481, 3.081, -4.657], [0.644, 1.850, -4.088], [-0.113, 3.039, -3.890], [4.153, -0.140, -5.204], [4.493, 1.437, -4.498], [3.755, 1.244, -6.151], [0.566, 3.761, -3.449], [-0.923, 2.766, -3.272], [-0.422, 3.388, -4.873], [-0.879, -4.522, 1.739], [-1.051, -4.013, 3.133], [-1.113, -2.693, 3.095], [-1.136, -1.995, 2.119], [-0.990, -2.225, 4.377], [-0.653, -0.818, 4.369], [-0.845, -5.627, 1.871], [0.088, -4.114, 1.418], [-1.683, -4.188, 1.054], [-1.581, -0.284, 3.986], [0.158, -0.617, 3.695], [-0.346, -0.515, 5.403], [2.027, 2.885, 0.648], [3.401, 2.678, 0.968], [3.830, 3.530, 1.916], [3.162, 4.392, 2.389], [5.127, 3.204, 2.232], [5.763, 4.045, 3.162], [1.514, 3.192, 1.526], [1.574, 2.019, 0.210], [1.821, 3.662, -0.053], [5.614, 3.684, 4.181], [5.340, 5.009, 2.948], [6.804, 3.973, 2.979], [-3.527, 3.077, -2.007], [-2.772, 1.925, -1.513], [-3.557, 3.777, -1.171], [-3.054, 3.591, -2.840], [-4.520, 2.826, -2.372], [-3.020, 1.189, -2.168], [3.675, -2.313, 2.828], [2.256, -2.347, 2.675], [3.974, -2.665, 3.788], [4.164, -2.947, 2.096], [4.121, -1.309, 2.806], [2.094, -2.011, 1.751], [-2.068, -0.752, -3.807], [-3.100, -0.223, -3.049], [-2.544, -1.445, -4.524], [-1.505, -0.041, -4.356], [-1.365, -1.317, -3.267], [-3.077, -0.602, -2.189], [0.582, -1.003, -0.577], [1.108, -1.316, 0.714], [-0.403, -0.584, -0.436], [1.227, -0.245, -1.044], [0.582, -1.876, -1.133], [0.229, -1.420, 1.167]], "atomic_forces_ev_per_a": [[-1.69, -1.13, -1.62], [0.27, 0.35, -0.03], [-1.27, 0.31, 0.53], [0.48, -0.70, 0.28], [0.49, 0.40, -0.61], [-1.47, 0.31, -1.38], [-0.17, -0.28, 1.94], [1.47, 0.47, 0.58], [0.42, 0.52, -0.83], [0.47, 0.52, 0.71], [0.71, -0.36, -0.12], [0.23, -0.33, 0.73], [0.74, -0.24, 1.55], [-0.36, -0.39, 0.11], [-0.99, -0.47, 0.06], [-0.01, 0.59, 0.02], [1.13, -0.66, -0.14], [1.34, 0.29, -0.92], [-0.09, -0.42, 0.09], [-0.42, -0.06, -0.67], [0.12, 0.79, -1.02], [-0.35, 0.40, 0.22], [-0.89, -0.14, 0.71], [-0.27, 0.24, 0.08], [0.31, -0.55, 0.92], [-0.63, -0.02, -1.86], [1.30, 0.04, 2.90], [-0.51, 0.30, -0.72], [0.11, -0.07, -1.47], [-1.56, 0.69, 0.50], [-0.07, 0.95, -0.29], [-0.29, -0.36, -0.16], [0.45, -0.27, 0.57], [1.26, -0.21, 0.78], [0.43, -0.07, -0.29], [-0.62, -0.46, -0.92], [-0.40, -0.02, 0.02], [0.26, 0.18, 0.01], [1.34, -1.45, -0.43], [0.05, 0.93, 0.70], [-1.75, -0.82, -1.15], [-0.79, -0.02, 0.29], [-0.60, -0.12, 0.80], [0.29, -0.90, 0.11], [0.63, 0.89, -0.68], [-0.39, 0.29, 0.02], [0.35, 0.81, 0.74], [0.98, 0.18, -0.43], [0.80, -0.46, 0.89], [-1.42, 0.05, -1.83], [-0.32, 0.02, -0.15], [0.48, -0.05, -0.17], [-0.23, -0.24, 0.36], [0.85, 1.12, 0.95], [-0.18, 0.35, -0.18], [0.90, 0.28, -0.49], [-0.20, -0.62, 0.90], [0.17, -0.05, -0.27], [-0.36, 0.08, -0.45], [-0.06, -0.37, 1.11], [-0.92, -1.31, -1.69], [-0.50, 1.43, -0.31], [0.43, 0.14, -0.04], [0.26, 1.10, -0.43], [0.86, -0.76, 1.13], [-0.32, -1.05, 1.21], [1.21, 1.90, 0.77], [-2.11, 0.52, -0.12], [-0.42, 0.11, -0.38], [-0.23, -0.25, -0.05], [-0.28, -1.62, -1.52], [1.53, -0.27, 0.56]]}

{"formula": "C23H72O13", "method": "ωB97M-V/def2-TZVPD", "homo_energy_ev": -9.5, "elements": ["C", "C", "O", "H", "H", "H", "H", "H", "H", "C", "C", "O", "H", "H", "H", "H", "H", "H", "C", "C", "O", "H", "H", "H", "H", "H", "H", "C", "C", "O", "H", "H", "H", "H", "H", "H", "C", "C", "O", "H", "H", "H", "H", "H", "H", "C", "C", "O", "H", "H", "H", "H", "H", "H", "C", "C", "O", "H", "H", "H", "H", "H", "H", "C", "C", "O", "H", "H", "H", "H", "H", "H", "C", "C", "O", "H", "H", "H", "H", "H", "H", "C", "C", "O", "H", "H", "H", "H", "H", "H", "C", "O", "H", "H", "H", "H", "C", "O", "H", "H", "H", "H", "C", "O", "H", "H", "H", "H"], "xyz": [[4.965, -1.108, -1.715], [3.557, -0.719, -2.129], [2.713, -1.919, -2.026], [5.470, -0.149, -1.539], [5.526, -1.568, -2.528], [4.987, -1.710, -0.811], [3.538, -0.453, -3.189], [3.083, 0.071, -1.554], [2.996, -2.467, -2.766], [3.328, 1.617, 5.433], [3.113, 0.184, 4.981], [2.314, 0.201, 3.822], [4.011, 1.639, 6.287], [2.377, 2.000, 5.803], [3.791, 2.199, 4.639], [2.559, -0.348, 5.766], [4.098, -0.281, 4.847], [2.054, -0.701, 3.575], [-2.599, -3.005, 0.997], [-2.062, -3.415, -0.356], [-1.987, -2.241, -1.179], [-2.628, -3.801, 1.742], [-3.603, -2.595, 0.885], [-1.978, -2.235, 1.460], [-2.739, -4.098, -0.877], [-1.067, -3.863, -0.297], [-1.672, -2.422, -2.078], [1.265, 2.962, 2.383], [1.131, 4.303, 1.673], [1.225, 4.139, 0.260], [0.410, 2.380, 2.038], [1.313, 3.066, 3.467], [2.154, 2.416, 2.067], [1.804, 5.083, 2.029], [0.118, 4.700, 1.836], [0.415, 3.706, -0.051], [1.277, -5.123, -0.128], [2.696, -4.630, 0.165], [2.619, -3.218, 0.392], [0.589, -4.999, 0.708], [1.261, -6.219, -0.244], [0.882, -4.784, -1.085], [3.331, -4.859, -0.695], [3.087, -5.112, 1.060], [2.635, -2.807, -0.501], [-4.155, 1.062, -4.129], [-3.291, 1.276, -2.888], [-2.290, 2.233, -3.178], [-4.952, 0.357, -3.876], [-3.638, 0.646, -4.996], [-4.594, 2.008, -4.449], [-2.862, 0.302, -2.625], [-3.970, 1.574, -2.084], [-2.020, 2.598, -2.313], [1.754, 2.841, -2.254], [2.654, 4.057, -2.383], [2.269, 4.926, -3.437], [0.799, 3.151, -1.830], [2.257, 2.076, -1.656], [1.560, 2.308, -3.187], [3.679, 3.731, -2.569], [2.676, 4.616, -1.444], [1.427, 5.342, -3.232], [-1.595, 0.875, 3.560], [-0.988, 0.273, 4.815], [-1.911, 0.398, 5.929], [-0.978, 0.627, 2.695], [-1.632, 1.962, 3.640], [-2.601, 0.524, 3.326], [-0.133, 0.834, 5.195], [-0.763, -0.788, 4.677], [-1.401, 0.704, 6.678], [-0.014, -0.196, -3.916], [0.038, -1.679, -4.304], [-1.230, -2.268, -3.922], [0.996, 0.206, -4.007], [-0.367, -0.001, -2.901], [-0.784, 0.268, -4.536], [0.807, -2.204, -3.743], [0.108, -1.740, -5.391], [-1.879, -1.899, -4.531], [-2.864, 4.229, -0.142], [-2.184, 2.915, 0.187], [-1.054, 2.660, -0.659], [-3.230, 4.156, -1.166], [-2.155, 5.045, 0.000], [-3.676, 4.397, 0.564], [-2.879, 2.070, 0.137], [-1.803, 2.877, 1.216], [-0.883, 1.691, -0.651], [0.499, -3.100, 3.151], [1.625, -2.362, 2.747], [-0.356, -3.029, 2.467], [0.754, -4.167, 3.186], [0.110, -2.820, 4.129], [1.917, -2.728, 1.882], [0.763, -0.386, -0.078], [-0.567, 0.008, -0.422], [1.098, -1.243, -0.673], [1.479, 0.408, -0.282], [0.756, -0.687, 0.971], [-1.066, -0.793, -0.679], [-5.628, -1.716, -1.625], [-4.555, -0.954, -1.079], [-6.569, -1.266, -1.327], [-5.537, -1.775, -2.715], [-5.572, -2.749, -1.263], [-3.756, -1.499, -1.174]], "atomic_forces_ev_per_a": [[0.13, 1.58, -0.14], [-0.06, -1.61, -0.53], [0.08, 0.42, -0.38], [0.26, -0.29, 0.26], [-0.19, -0.32, 0.05], [-0.03, 0.00, 0.05], [0.03, 0.42, 0.14], [0.16, -0.21, 0.16], [-0.11, -0.18, 0.09], [0.12, -0.49, 0.49], [-0.22, 0.22, 0.47], [0.06, 0.01, -0.36], [0.04, -0.08, -0.02], [0.04, 0.46, -0.39], [-0.36, 0.22, -0.05], [0.34, -0.13, 0.11], [-0.19, -0.24, -0.25], [0.17, 0.00, -0.11], [-0.07, 0.31, 0.21], [0.09, -0.04, -0.39], [-0.06, 0.46, 0.37], [-0.06, -0.32, -0.33], [-0.01, 0.00, 0.08], [-0.01, 0.15, -0.29], [0.05, -0.29, 0.30], [-0.16, -0.04, 0.11], [0.02, -0.19, -0.32], [0.16, 0.34, -0.51], [-1.08, -0.12, -0.29], [0.58, 0.40, 0.37], [-0.01, -0.27, 0.47], [-0.30, -0.12, 0.01], [0.10, 0.16, -0.01], [0.36, -0.19, -0.31], [0.07, 0.05, 0.51], [0.00, -0.14, 0.14], [0.32, -1.75, -0.03], [-1.38, 0.25, -0.14], [0.66, -0.39, -0.50], [0.01, 0.66, -0.08], [0.34, 0.06, -0.04], [-0.06, 0.55, 0.21], [0.21, 0.07, 0.16], [0.12, 0.11, -0.03], [-0.06, 0.26, 0.47], [-0.22, -0.02, 0.13], [-0.34, -0.47, -1.05], [-0.26, 0.21, 0.63], [-0.08, 0.12, -0.03], [0.34, 0.05, 0.14], [-0.08, -0.03, 0.04], [0.16, 0.13, 0.26], [0.25, 0.11, 0.16], [0.45, -0.13, -0.51], [0.08, -0.15, -0.15], [0.07, -0.07, 0.14], [0.24, 0.02, -0.47], [0.16, -0.46, -0.12], [-0.26, 0.29, 0.53], [0.05, 0.50, -0.35], [0.03, 0.17, -0.35], [-0.08, -0.26, 0.00], [-0.02, -0.11, 0.19], [0.35, 0.15, -0.07], [-0.76, 0.45, 0.99], [-0.40, -0.26, -0.47], [0.13, 0.02, -0.03], [-0.04, 0.01, 0.02], [-0.02, -0.20, 0.35], [0.57, -0.28, -0.98], [0.20, 0.11, -0.02], [-0.04, -0.01, 0.18], [-0.01, -0.64, -0.04], [-1.21, 1.09, 0.84], [0.21, -0.42, -0.16], [-0.24, 0.50, -0.33], [0.27, -0.42, 0.12], [0.51, 0.47, -0.25], [0.02, -0.17, -0.31], [0.57, -0.37, 0.07], [-0.17, -0.07, 0.19], [0.54, -0.57, 0.24], [0.32, -0.70, 0.93], [-0.53, 0.29, -0.26], [-0.11, 0.45, 0.01], [-0.02, 0.09, -0.35], [-0.18, -0.07, -0.15], [-0.11, 0.10, -0.27], [-0.22, 0.36, 0.09], [0.05, 0.09, 0.10], [-0.43, -0.98, -0.28], [-0.20, 0.11, 0.07], [0.24, 0.24, -0.10], [-0.08, -0.01, 0.22], [0.45, 0.27, 0.08], [0.10, 0.45, 0.26], [-0.30, -0.67, 0.08], [0.17, 0.07, -0.30], [-0.33, 0.14, 0.06], [-0.33, 0.30, 0.31], [0.46, 0.20, 0.10], [-0.04, 0.22, 0.12], [0.77, -0.22, 0.04], [-0.29, -0.32, -0.04], [-0.03, 0.02, -0.07], [-0.28, 0.17, -0.06], [-0.29, 0.01, 0.12], [0.07, 0.38, 0.04]]}

In order of appearance, relative energy (zero: lowest compared OMol25 entry of this formula, charge and spin) = 41.3; 5.5; 17.4 kcal per mole.
In order of appearance, E_tot = -570.16876; -1837.38246; -1897.48371 Ha.